Record 1
{
  "formula": "C4H9NO2",
  "method": "ωB97M-V with the def2-TZVPD basis set",
  "homo_ev": -9.9,
  "de_lowest_kcal_mol": 23.75,
  "total_energy_ev": -9879.03093,
  "species": ["C", "C", "C", "O", "N", "C", "O", "H", "H", "H", "H", "H", "H", "H", "H", "H"],
  "positions_angstrom": [[0.061023, -0.917592, 1.642664], [0.115720, 0.059313, 0.470889], [1.500572, 0.177055, -0.153806], [1.630917, 1.306758, -0.973426], [-0.880300, -0.360273, -0.510451], [-1.576423, 0.483244, -1.310861], [-1.167919, 1.545845, -1.748771], [-0.961996, -1.006687, 2.025209], [0.704814, -0.579503, 2.459532], [0.398639, -1.916442, 1.336390], [-0.187141, 1.060086, 0.808400], [2.253389, 0.261941, 0.639471], [1.694771, -0.759986, -0.706251], [0.793479, 1.449448, -1.451192], [-1.134671, -1.335850, -0.543042], [-2.603349, 0.118850, -1.470896]],
  "forces_ev_per_a": [[0.080, -0.030, 0.018], [0.128, 0.091, 0.025], [0.105, -0.267, 0.230], [-0.084, 0.067, -0.203], [-0.115, -0.036, -0.021], [0.025, 0.138, -0.122], [-0.198, -0.313, 0.518], [0.187, 0.046, -0.073], [-0.070, -0.051, -0.138], [-0.023, 0.145, 0.033], [0.087, -0.145, -0.049], [-0.083, 0.004, -0.122], [0.059, 0.153, 0.069], [0.104, 0.043, 0.103], [-0.253, 0.138, 0.307], [0.054, 0.015, -0.573]],
  "nbo_charge": [-0.615, -0.083, -0.057, -0.729, -0.636, 0.541, -0.612, 0.219, 0.226, 0.205, 0.212, 0.176, 0.151, 0.492, 0.397, 0.115]
}

Record 2
{
  "formula": "C25H27N8O6",
  "method": "ωB97M-V with the def2-TZVPD basis set",
  "homo_ev": -9.4,
  "de_lowest_kcal_mol": 18.64,
  "charge": 1,
  "total_energy_ev": -50564.40392,
  "species": ["O", "O", "O", "O", "N", "N", "O", "O", "C", "C", "C", "C", "C", "C", "C", "C", "C", "C", "C", "C", "C", "C", "C", "C", "C", "C", "C", "C", "C", "N", "N", "N", "N", "N", "N", "C", "C", "C", "C", "H", "H", "H", "H", "H", "H", "H", "H", "H", "H", "H", "H", "H", "H", "H", "H", "H", "H", "H", "H", "H", "H", "H", "H", "H", "H", "H"],
  "positions_angstrom": [[1.460278, -1.266142, 1.922572], [-0.216627, 1.218087, 2.154195], [-4.057675, -5.334065, 0.153482], [0.063630, -7.368862, -3.070118], [-0.427279, 5.424237, 0.264195], [-0.165654, 4.264593, -0.240965], [3.682212, -1.426640, 1.540166], [1.582916, 2.132152, 3.201795], [2.477894, -0.829878, 1.407270], [0.937637, 1.616930, 2.129900], [-3.511135, -5.500944, -0.920426], [-0.923969, -7.110774, -2.397997], [0.566171, 5.776371, 1.171064], [-0.063736, -2.852381, -0.292793], [1.456040, 4.747434, 1.212965], [-0.340493, -3.310467, -1.552763], [-1.054511, -1.214139, -1.407029], [1.726351, 8.506797, 3.557029], [2.969799, 1.370997, -1.619507], [1.653602, 7.286399, 2.875683], [3.043390, 0.298289, -0.727364], [0.796444, 9.513996, 3.288066], [-0.282250, 8.082145, 1.671839], [2.263107, 2.522839, -1.267789], [0.646753, 7.052218, 1.917757], [2.381035, 0.342255, 0.511959], [1.660600, 1.516177, 0.860129], [-0.205948, 9.302794, 2.345383], [1.628081, 2.615370, -0.023919], [-0.514313, -1.546551, -0.216090], [-1.118831, 10.305268, 2.073399], [0.984825, 3.811592, 0.318775], [-1.649426, -8.067612, -1.801535], [-2.181163, -5.439760, -0.992413], [-0.964327, -2.278525, -2.237729], [-4.339468, -5.783832, -2.158045], [-1.397884, -9.504804, -1.928106], [-0.071974, -4.719402, -2.050355], [-1.315772, -5.631550, -2.170234], [3.568411, -2.131016, 2.197537], [0.940786, 2.111408, 3.929668], [0.404746, -3.411287, 0.511070], [2.357979, 4.685423, 1.808324], [-1.503043, -0.251062, -1.643922], [2.505351, 8.675094, 4.295215], [3.483236, 1.322743, -2.576952], [2.393514, 6.528337, 3.107437], [3.626666, -0.579201, -0.999621], [0.853500, 10.459117, 3.817083], [-1.071386, 7.931878, 0.942196], [2.223403, 3.371354, -1.947902], [-0.438964, -0.948265, 0.613655], [-0.907218, 11.245141, 2.401545], [-1.701271, 10.202951, 1.244776], [-2.421740, -7.781430, -1.220810], [-1.736165, -5.264644, -0.104058], [-1.303213, -2.324112, -3.192325], [-5.383137, -5.888195, -1.859687], [-4.018021, -6.708860, -2.630893], [-4.254511, -4.955043, -2.856496], [-0.323573, -9.703313, -1.922670], [-1.813131, -9.876220, -2.867027], [-1.859080, -10.045287, -1.099445], [0.636108, -5.191567, -1.365454], [0.425387, -4.666025, -3.021493], [-1.862966, -5.328531, -3.062202]],
  "forces_ev_per_a": [[0.791, -0.047, 0.059], [1.111, 0.519, 0.347], [-0.043, 0.056, 0.246], [-0.196, 0.361, -0.149], [0.667, -0.165, 0.258], [0.072, 0.179, 0.133], [-0.775, 0.818, -0.158], [-0.375, -0.449, -1.089], [-0.961, -0.757, 0.408], [-2.012, -0.572, 1.072], [-2.155, -0.004, 0.409], [1.287, -0.308, -0.097], [-0.353, -0.107, -0.265], [-0.194, -0.101, -0.650], [-0.025, -0.145, -0.143], [0.112, -0.937, 0.609], [0.133, -0.222, 0.517], [-0.614, -0.079, -0.528], [-0.288, 0.032, 0.371], [-0.092, 0.046, -0.047], [-0.137, 0.265, 0.046], [0.604, -0.492, 0.328], [0.399, -0.692, 0.012], [0.085, -0.276, 0.079], [-0.410, 0.927, 0.249], [0.852, 1.249, -0.938], [1.402, 0.109, -0.909], [-0.064, 0.213, -0.257], [0.483, -1.431, -0.680], [-0.400, -0.191, -1.246], [-0.264, 0.131, -0.086], [0.124, 1.400, 1.336], [-0.744, 0.082, 0.578], [2.041, 0.035, -1.127], [0.300, 0.401, 1.232], [0.197, -0.037, 0.200], [0.216, 0.154, -0.285], [0.026, 0.236, -0.321], [-0.848, 0.158, 0.764], [0.022, -0.095, -0.063], [0.010, 0.057, 0.105], [-0.149, 0.518, -0.070], [-0.116, -0.438, -0.356], [0.202, -0.358, 0.064], [-0.112, -0.057, -0.131], [-0.112, -0.009, 0.206], [-0.075, -0.015, -0.060], [-0.112, 0.142, 0.151], [-0.013, -0.032, -0.047], [0.081, -0.062, 0.014], [-0.035, -0.131, 0.192], [0.055, -0.010, -0.264], [-0.210, -0.556, -0.378], [0.397, 0.277, 0.520], [0.120, -0.071, -0.007], [0.000, -0.083, 0.066], [0.064, 0.174, 0.237], [0.226, 0.084, 0.055], [0.043, 0.007, -0.271], [0.021, -0.010, -0.241], [-0.153, 0.135, -0.025], [0.072, -0.040, 0.054], [0.004, 0.266, -0.071], [0.024, 0.168, -0.018], [0.011, -0.208, 0.087], [-0.216, -0.011, -0.026]],
  "nbo_charge": [-0.623, -0.574, -0.602, -0.622, -0.225, -0.041, -0.649, -0.654, 0.785, 0.769, 0.662, 0.646, 0.119, -0.053, -0.092, 0.153, 0.259, -0.175, -0.205, -0.270, -0.159, -0.268, -0.282, -0.155, 0.014, -0.172, -0.045, 0.192, 0.142, -0.457, -0.806, -0.235, -0.596, -0.636, -0.472, -0.723, -0.417, -0.441, -0.116, 0.510, 0.513, 0.265, 0.243, 0.263, 0.219, 0.238, 0.197, 0.236, 0.212, 0.222, 0.247, 0.498, 0.392, 0.392, 0.403, 0.409, 0.457, 0.264, 0.228, 0.224, 0.229, 0.210, 0.217, 0.251, 0.264, 0.224]
}

Record 3
{
  "formula": "C3H3FO",
  "method": "ωB97M-V with the def2-TZVPD basis set",
  "homo_ev": -8.4,
  "de_lowest_kcal_mol": 50.50,
  "total_energy_ev": -7921.10428,
  "species": ["C", "C", "C", "O", "F", "H", "H", "H"],
  "positions_angstrom": [[0.189203, -1.167008, -0.097341], [-0.816274, -0.107418, -0.268551], [0.353639, 0.859386, -0.006292], [1.196142, -0.240267, -0.053406], [-2.097299, 0.016548, -0.128760], [0.297506, -2.227930, 0.082446], [0.681573, 1.761769, -0.561697], [0.195512, 1.104919, 1.033602]],
  "forces_ev_per_a": [[-4.490, 4.016, -0.665], [4.685, -3.544, 0.305], [-1.679, 0.678, 0.246], [2.718, -1.108, -0.035], [-1.224, 0.056, -0.025], [0.101, 0.214, -0.181], [-0.368, -0.866, -0.111], [0.258, 0.555, 0.466]],
  "nbo_charge": [0.007, 0.287, -0.136, -0.484, -0.293, 0.214, 0.206, 0.199]
}

| no. | E_LUMO (hartree) |
| --- | --- |
| 1 | 0.0280 |
| 2 | -0.1042 |
| 3 | 0.0351 |